1.
A structure of composition C4H6O2, computed with the ωB97M-V functional and the def2-TZVPD basis.

Values from the calculation:
Orbital gap in eV: 9.22
HOMO in eV: -9.0
LUMO in eV: 0.177
Charge: 0
Energy relative to the best compared isomer or geometry (same formula, charge and spin) in kcal/mol: 62.9
Max |F| in eV/A: 1.31

```
12
C4H6O2, DFT the ωB97M-V functional and the def2-TZVPD basis
O -1.43 -0.41 1.20
C -1.21 0.06 0.05
C -0.17 1.11 -0.14
C 0.84 0.01 0.21
O 0.95 -0.18 1.50
C 1.04 -0.89 -0.79
H -0.32 -0.27 1.72
H -1.74 -0.38 -0.79
H -0.21 1.89 0.62
H -0.12 1.50 -1.15
H 0.82 -0.61 -1.82
H 1.53 -1.84 -0.62
```

2.
A cluster of 2 separate species, C4H6O2 in total, computed with the ωB97M-V functional and the def2-TZVPD basis.

Values from the calculation:
Orbital gap in eV: 10.17
HOMO in eV: -9.1
LUMO in eV: 1.059
Charge: 0
Energy relative to the best compared isomer or geometry (same formula, charge and spin) in kcal/mol: 58.7
Max |F| in eV/A: 5.29

```
12
C4H6O2, DFT the ωB97M-V functional and the def2-TZVPD basis
C -0.48 0.52 2.35
C -0.82 1.70 -0.63
C -0.06 0.69 -0.58
C 0.52 -1.66 -0.34
O 0.65 0.39 2.40
O -0.48 -0.63 -0.49
H -1.93 1.51 -0.62
H -0.41 2.65 -0.94
H 1.00 0.81 -0.56
H 1.46 -1.24 -0.04
H 0.42 -2.46 -1.12
H 0.13 -2.29 0.57
```